[1]
# H3N3O

A single H3N3O molecule in a non-equilibrium geometry (wB97M-V/def2-TZVPD, the Open Molecules 2025 dataset).

**Relative energy (zero: lowest compared OMol25 entry of this formula, charge and spin)**: 3.0069 eV
**Calculated total energy**: -6562.383 eV
**HOMO energy (spin up / spin down)**: -0.368 / -0.368 hartree
**Total charge**: 0
**Frontier orbital gap (spin up / spin down)**: 10.273 / 10.274 eV

The geometry in XYZ format:
```
7
Properties=species:S:1:pos:R:3:forces:R:3
H 0.08093 -1.34749 -1.53026 -0.3 0.1 0.1
N 0.52679 -0.57249 -1.03703 -0.1 0.6 0.1
N -0.25212 -0.18789 -0.15190 -3.4 -3.0 1.1
N 0.12008 0.87115 0.63845 -0.1 0.9 -2.1
O -1.50237 -0.85986 0.15982 4.9 3.0 -0.9
H 0.93098 1.42772 0.33266 -0.5 -1.1 -0.2
H 0.09571 0.66887 1.58825 -0.5 -0.6 1.8
```
Forces are in eV/Å.

[2]
# C26H30BFN8O3S2SeTi

A molecular structure, C26H30BFN8O3S2SeTi in a non-equilibrium geometry (wB97M-V/def2-TZVPD, the Open Molecules 2025 dataset).

**Relative energy (zero: lowest compared OMol25 entry of this formula, charge and spin)**: 0.8859 eV
**Calculated total energy**: -159036.114 eV
**HOMO energy (spin up / spin down)**: -0.306 / -0.357 hartree
**2S+1**: 2
**Total charge**: +1
**Frontier orbital gap (spin up / spin down)**: 4.828 / 6.336 eV

The geometry in XYZ format:
```
73
Properties=species:S:1:pos:R:3:forces:R:3
Ti -0.53941 0.17477 -0.99377 -0.1 1.8 0.1
F -3.45720 -4.71731 2.22473 0.0 -0.1 -0.2
C -2.76424 -4.81331 1.07033 0.0 0.5 0.3
C -2.06886 -3.71519 0.63253 0.0 -0.2 -0.1
C -1.30178 -3.79020 -0.53639 -0.3 -1.1 0.0
C -0.58167 -2.68243 -1.04171 0.0 2.6 1.0
O -0.59722 -1.54242 -0.36310 0.0 -3.4 -0.6
C 0.09670 -2.78765 -2.27684 0.1 -0.3 -0.2
C 0.15476 -3.99180 -2.89954 -0.4 -0.3 0.5
N -0.49570 -5.09703 -2.41384 0.1 0.3 0.0
C -0.39344 -6.35363 -3.10434 0.0 -0.2 -0.1
C -1.57818 -6.85986 -3.88817 0.1 0.1 0.0
C -0.34644 -6.37409 -4.59798 -0.1 0.0 0.1
C -1.26248 -5.01570 -1.24908 0.3 0.7 0.0
C -1.99959 -6.10196 -0.79324 -0.4 -0.2 0.6
C -2.78911 -6.01733 0.37286 0.2 -0.4 -0.6
N -3.59605 -7.08987 0.83508 0.2 0.3 -0.1
C -3.37419 -8.39470 0.26268 0.0 -0.2 -0.1
C -3.97389 -8.51764 -1.16704 0.0 0.1 0.0
N -4.84581 -7.31478 -1.39093 0.0 0.0 0.0
C -5.82274 -7.17622 -0.25755 0.0 0.0 -0.2
C -5.01611 -6.80155 1.00468 -0.1 0.1 0.1
C 0.64593 -1.59231 -2.98106 -0.4 1.3 0.1
O 1.54584 -1.62202 -3.77869 0.1 -0.5 -0.1
O -0.02637 -0.48564 -2.67569 0.5 -0.9 -0.6
H -2.12438 -2.78478 1.17835 0.0 0.0 0.0
H 0.70211 -4.11266 -3.82081 0.0 0.0 0.0
H 0.20176 -7.09511 -2.58083 0.0 0.1 0.0
H -2.44053 -6.20659 -3.93191 0.0 0.0 0.0
H -1.77961 -7.92326 -3.88694 0.0 0.0 0.0
H -0.43330 -5.43639 -5.12642 0.0 0.0 0.0
H 0.30376 -7.10225 -5.05891 0.0 0.0 0.0
H -1.92144 -7.03355 -1.33017 0.0 0.0 0.0
H -3.84018 -9.13526 0.91421 0.0 0.0 0.0
H -2.30893 -8.61352 0.23344 0.0 0.0 0.0
H -4.61183 -9.39123 -1.28964 0.0 0.0 0.0
H -3.22319 -8.51874 -1.95427 0.0 0.0 0.0
H -5.32999 -7.38443 -2.28493 0.0 0.0 0.0
H -4.23895 -6.48291 -1.43088 -0.1 0.0 0.0
H -6.31770 -8.14365 -0.18098 0.0 0.0 0.0
H -6.55981 -6.42459 -0.53056 0.0 0.0 0.1
H -5.41862 -7.34677 1.85979 0.1 0.0 0.0
H -5.13958 -5.74456 1.20773 0.0 0.0 0.1
C -0.65067 -1.00117 3.06093 0.0 0.1 0.0
N 0.05278 0.25865 2.91536 0.0 0.0 0.0
C 1.20699 0.61744 3.58018 0.1 0.0 0.0
C 1.55751 1.83600 3.11018 0.0 -0.1 0.0
N 0.63036 2.22105 2.17036 0.0 -0.2 0.2
B 0.71002 3.56738 1.39777 0.0 0.0 -0.2
N 0.70034 3.35289 -0.17918 0.1 0.0 0.0
C 0.29178 4.37412 -0.99351 0.0 0.0 -0.2
C 0.52686 4.01964 -2.28281 -0.1 0.1 0.1
N 1.07985 2.76561 -2.25284 0.1 0.0 0.0
C 1.54382 2.03710 -3.43153 -0.1 0.0 0.1
C 1.17790 2.37433 -0.95808 0.0 -0.1 0.1
S 1.70343 0.79581 -0.43247 0.1 0.1 0.1
C -0.27664 1.24515 2.06305 -0.2 0.2 -0.3
S -1.62123 1.26276 0.96669 0.1 0.0 0.2
H -0.51829 -1.35883 4.07888 0.0 0.0 0.0
H -0.26075 -1.73220 2.35288 0.0 0.0 0.0
H -1.70767 -0.83632 2.86497 0.0 0.0 0.0
H 1.65478 -0.01931 4.32108 0.0 0.0 0.0
H 2.38675 2.47158 3.35952 0.0 0.0 0.0
H 1.76067 4.07129 1.69080 0.1 0.0 0.0
H -0.23328 4.26750 1.63520 -0.1 0.0 0.0
H -0.13542 5.27082 -0.58304 0.0 0.0 0.0
H 0.35105 4.53592 -3.20928 0.0 0.0 0.0
H 2.26577 2.65627 -3.95923 0.0 0.0 0.0
H 0.69373 1.80620 -4.06998 0.0 0.0 0.0
H 2.00409 1.10710 -3.11364 0.0 0.0 0.0
Se -2.41389 1.53734 -2.22092 -0.4 -0.2 -0.1
C -3.04592 -0.20139 -2.15042 0.3 0.4 -0.1
N -3.33318 -1.31734 -2.03689 -0.1 -0.2 0.0
```
Forces are in eV/Å.

[3]
# C2H3F2OP

A single C2H3F2OP molecule in a non-equilibrium geometry (wB97M-V/def2-TZVPD, the Open Molecules 2025 dataset).

**Relative energy (zero: lowest compared OMol25 entry of this formula, charge and spin)**: 5.2992 eV
**Calculated total energy**: -18890.611 eV
**HOMO energy (spin up / spin down)**: -0.316 / -0.315 hartree
**Total charge**: 0
**Frontier orbital gap (spin up / spin down)**: 7.698 / 7.695 eV

The geometry in XYZ format:
```
9
Properties=species:S:1:pos:R:3:forces:R:3
C 0.07858 -0.01596 -0.01768 -2.0 0.1 0.0
C -3.80006 0.41983 -0.39797 0.6 0.4 -0.4
O -2.04670 -1.72084 -0.29657 -0.2 -1.5 -0.5
F -4.02565 1.63176 0.09953 -0.2 -0.1 0.0
F -4.60683 -0.41291 0.22694 -0.1 0.1 0.1
P -1.91500 -0.30701 0.00301 1.8 0.7 1.1
H 0.50556 -0.72805 -0.71184 0.0 0.0 -0.2
H 0.33314 -0.29125 1.01063 -0.1 0.1 -0.1
H 0.33910 1.01650 -0.20940 0.2 0.1 -0.1
```
Forces are in eV/Å.

[4]
# C17H29ClCrNO2P2

A molecular structure, C17H29ClCrNO2P2 in a non-equilibrium geometry (wB97M-V/def2-TZVPD, the Open Molecules 2025 dataset).

**Calculated total energy**: -83206.071 eV
**HOMO energy (spin up / spin down)**: -0.255 / -0.258 hartree
**2S+1**: 4
**Total charge**: 0
**Frontier orbital gap (spin up / spin down)**: 7.129 / 7.154 eV

The geometry in XYZ format:
```
53
Properties=species:S:1:pos:R:3:forces:R:3
C 0.84072 -4.12724 -0.82093 0.3 0.5 1.4
C 0.70843 -2.72071 -0.86949 -0.7 -1.5 -0.1
N 0.61400 -2.00397 0.26740 0.2 -1.6 0.3
C 0.56070 -2.64885 1.46223 0.7 0.1 0.1
C 0.73607 -4.03293 1.58162 -0.6 0.4 0.2
C 0.88335 -4.78909 0.42798 0.1 0.5 -0.7
C 0.41429 -2.03788 -2.19442 0.8 -1.2 -0.8
P 0.51127 -0.23491 -2.03003 0.0 -0.2 -0.8
Cr 0.72996 0.04047 0.18232 -1.7 1.8 0.9
P -0.26952 -0.14701 2.23193 0.9 0.5 0.6
C 0.39567 -1.77556 2.69991 0.0 -0.6 0.3
C -0.06350 2.00487 -0.12654 0.6 -1.3 0.4
C 0.93669 2.94839 -0.29691 -0.1 1.1 -0.2
C 0.62265 4.31396 -0.37152 0.0 0.0 0.0
C -0.71032 4.73908 -0.25991 0.4 -0.5 -0.1
C -1.71567 3.77709 -0.10988 -0.1 -0.1 0.0
C -1.40311 2.41253 -0.05194 0.8 1.1 -0.2
O -2.57436 -2.74962 -2.55184 -0.3 0.7 -0.6
O -2.82722 -1.70848 0.16035 -0.1 -0.5 -0.8
H 0.97278 -4.67898 -1.72777 -0.1 -0.2 -0.4
H 0.67821 -4.48265 2.58766 0.2 0.2 -0.7
H 1.02669 -5.87002 0.50109 -0.1 0.4 -0.2
C 2.10171 0.20404 -2.76341 0.0 0.1 -0.5
C -0.75078 0.32388 -3.19809 -0.1 0.3 -0.4
H -0.29019 -2.25193 3.41489 0.2 -0.1 -0.1
H 1.35536 -1.63272 3.22840 -0.2 0.0 -0.4
H -0.61006 -2.28439 -2.51899 0.2 0.2 0.5
H 1.00740 -2.50361 -3.03271 -0.1 0.6 0.8
C 0.36159 1.03565 3.42438 0.0 0.1 1.0
C -2.02437 -0.31643 2.64899 -0.1 -0.2 -0.1
H 1.97681 2.60964 -0.35483 -0.3 0.3 0.1
H 1.42737 5.04277 -0.50557 -0.3 -0.1 0.1
H -0.94945 5.80085 -0.30136 0.0 -0.2 0.0
H -2.75612 4.09016 -0.03139 0.1 0.0 0.0
H -2.19006 1.68481 0.04981 -0.3 -0.2 0.1
H -2.13211 -1.26054 -0.37478 -0.7 0.3 0.6
H -3.71533 -1.37059 -0.05853 0.8 0.1 -0.2
H -2.58677 -2.71915 -1.60530 -0.4 0.5 1.4
H -2.33648 -3.65041 -2.66066 0.3 -1.5 -0.8
H -0.78232 0.02622 0.49959 -1.4 -0.7 -1.3
H 2.17119 -0.23088 -3.77081 0.2 0.3 0.2
H 2.12752 1.30577 -2.79931 0.3 -0.4 0.0
H 2.89257 -0.17463 -2.09741 -0.2 0.2 -0.3
H -0.39554 0.21144 -4.23304 -0.1 0.0 0.2
H -1.68939 -0.23694 -3.09158 0.3 0.1 0.1
H -0.94608 1.37946 -3.00351 0.0 0.0 -0.1
H -2.13812 -0.71829 3.66056 0.0 0.3 0.0
H -2.50808 0.65580 2.54144 0.0 0.0 0.1
H -2.48208 -1.00952 1.93132 0.2 0.3 0.4
H 0.09904 0.75943 4.45242 0.0 0.1 0.0
H 1.44505 1.11898 3.34024 0.0 -0.1 -0.2
H -0.05433 2.02097 3.20626 -0.1 -0.1 -0.1
Cl 2.87869 0.29866 0.89310 0.6 -0.1 0.1
```
Forces are in eV/Å.

[5]
# C8H32Fe2O16S2

A molecular structure, C8H32Fe2O16S2 in a non-equilibrium geometry (wB97M-V/def2-TZVPD, the Open Molecules 2025 dataset).

**Relative energy (zero: lowest compared OMol25 entry of this formula, charge and spin)**: 0.6688 eV
**Calculated total energy**: -131996.573 eV
**HOMO energy (spin up / spin down)**: -0.532 / -0.531 hartree
**2S+1**: 11
**Total charge**: +2
**Frontier orbital gap (spin up / spin down)**: 5.965 / 3.257 eV

The geometry in XYZ format:
```
60
Properties=species:S:1:pos:R:3:forces:R:3
Fe -0.66497 -1.35896 2.12850 -1.2 -0.2 -0.8
Fe 3.45556 0.00755 0.78090 -3.4 -0.4 1.7
S 1.75549 -1.48144 3.21888 0.6 -3.8 4.6
O 2.36797 -1.98608 4.43759 -0.5 1.4 -3.0
O 2.68111 -0.79571 2.28901 3.5 1.2 -1.7
O 0.92508 -2.41118 2.46930 1.6 -6.1 -2.6
O 0.63348 -0.62170 3.32327 -2.9 7.2 3.9
S 0.31183 -0.01832 -0.03189 -3.9 1.2 -0.8
O 0.03515 -1.38788 0.27025 1.4 -7.3 -3.9
O -0.38585 0.53575 -1.19027 2.2 -0.5 2.4
O -0.31860 0.30452 1.22646 -1.3 6.8 3.3
O 1.73380 0.28878 0.03909 2.5 1.0 -1.6
C -3.28747 2.16218 -0.34147 -1.8 0.5 -0.2
O -2.92172 1.38305 -1.46248 0.1 -0.2 0.5
H -4.37642 2.17926 -0.29669 -0.3 -0.4 0.0
H -2.98829 1.77991 0.63447 0.6 0.0 0.0
H -3.11589 3.23157 -0.46412 0.9 -0.1 0.1
H -2.10438 0.93663 -1.22954 -0.1 0.2 -0.3
C -0.31725 3.68396 0.43240 -0.4 0.3 -0.3
O 0.49383 4.67946 1.03489 0.6 -0.5 0.8
H 0.18799 3.15140 -0.37334 0.0 0.2 -0.3
H -0.63960 2.93022 1.15077 0.3 0.2 0.4
H -1.23473 4.15707 0.08239 0.1 -0.2 -0.4
H 0.98820 5.18920 0.38885 -0.4 0.0 -0.3
C -3.31580 -1.29812 0.51392 -1.1 -1.7 -0.6
O -2.66754 -0.86549 1.72479 0.1 0.4 -0.1
H -3.97984 -2.09739 0.84302 -0.1 -0.1 -0.3
H -3.94130 -0.58640 -0.02488 0.5 0.7 0.5
H -2.62243 -1.74040 -0.20143 0.3 0.3 0.3
H -3.35648 -0.41385 2.21773 0.2 0.3 0.6
C 1.45134 1.82253 -3.88034 0.0 -0.2 0.5
O 0.72843 2.36174 -2.76363 0.5 0.4 -0.5
H 0.83820 1.10994 -4.43205 0.0 0.1 -0.1
H 1.83006 2.59710 -4.54720 -0.4 0.2 0.2
H 2.33401 1.31436 -3.49205 0.3 -0.3 -0.1
H 0.40622 1.61414 -2.25483 -0.1 0.3 -0.4
C 3.41078 3.07594 1.00155 0.7 0.9 -1.2
O 3.13259 1.84410 1.69112 0.5 -0.4 -0.3
H 2.94328 3.03849 0.01761 0.1 -0.1 -0.1
H 2.98373 3.95530 1.48368 -0.1 -0.4 0.4
H 4.49671 3.15479 0.95030 -0.1 0.3 -0.2
H 2.79228 2.12519 2.54363 -0.3 -0.8 0.7
C 3.75923 -2.99769 0.52348 1.1 -1.5 0.9
O 3.36777 -1.79583 -0.13488 0.4 0.8 -0.3
H 3.80280 -3.83976 -0.16725 -0.3 0.2 -0.2
H 4.78693 -2.87866 0.86666 -0.1 0.0 0.3
H 3.07296 -3.24513 1.33336 0.1 0.2 -0.1
H 3.04772 -2.04959 -1.00367 -0.3 0.5 -0.5
C -1.86215 -1.32375 -3.53305 -1.0 0.7 -0.4
O -0.53999 -0.94837 -3.23806 0.6 -0.9 -0.2
H -2.35093 -0.47868 -4.01787 -0.3 0.0 -0.2
H -1.96845 -2.17864 -4.20085 0.6 0.0 0.1
H -2.44640 -1.52118 -2.63429 0.0 -0.2 0.3
H -0.59640 -0.33541 -2.50138 0.0 -0.2 -0.6
C -2.42270 -4.14743 1.59935 -1.4 -0.3 1.1
O -1.34616 -3.23654 1.51320 0.6 0.2 -0.8
H -3.16719 -3.63022 2.20460 -0.1 -0.5 0.2
H -2.90922 -4.35828 0.64702 0.4 0.0 -0.2
H -2.06588 -5.05630 2.08385 -0.3 0.0 0.0
H -0.84050 -3.52973 0.75167 0.7 0.3 -0.1
```
Forces are in eV/Å.

[6]
# C2ClI3O

A molecular structure, C2ClI3O in a non-equilibrium geometry (wB97M-V/def2-TZVPD, the Open Molecules 2025 dataset).

**Calculated total energy**: -40940.655 eV
**HOMO energy (spin up / spin down)**: -0.279 / -0.309 hartree
**2S+1**: 3
**Total charge**: 0
**Frontier orbital gap (spin up / spin down)**: 7.122 / 3.942 eV

The geometry in XYZ format:
```
7
Properties=species:S:1:pos:R:3:forces:R:3
C -0.90304 0.74725 -0.10912 0.5 0.3 1.5
C -0.58109 -0.59271 0.04179 0.7 -2.5 -0.7
O -1.02134 1.53684 0.80950 -0.1 0.2 -0.4
Cl -0.96176 1.12026 -1.75444 -0.9 1.9 -2.0
I 2.94058 -0.02913 0.99802 4.1 1.6 -1.1
I 0.57239 -0.91970 1.66361 -4.1 -1.7 1.5
I -0.04574 -1.86282 -1.64936 -0.1 0.2 1.2
```
Forces are in eV/Å.

Look up the calculated total energy of the fourth one. -83206.071 eV